(1)
DFT (ωB97M-V/def2-TZVPD) results for BrClINOS as an isolated structure in a non-equilibrium geometry.

Each line ends with the natural charge from an NBO analysis.
CARTESIAN COORDINATES (ANGSTROEM)
N 1.0482 -0.0931 0.4458  -0.73
O -1.4184 0.8353 -1.4805  -0.89
S 0.2035 1.1023 -0.0128  0.86
Cl 0.5737 -1.3220 1.5578  0.22
Br 2.4021 -0.9603 -0.9882  0.12
I -1.8520 -1.0327 -1.7912  0.42

The calculation puts the relative energy (zero: lowest compared OMol25 entry of this formula, charge and spin) at 164.27 kJ/mol. The calculation puts the HOMO energy at -8.95 eV.


(2)
DFT (ωB97M-V/def2-TZVPD) results for C38H54BF8NO4P3S2ScSi as an isolated structure.

Each line ends with the Löwdin charge.
CARTESIAN COORDINATES (ANGSTROEM)
Sc 0.5042 -0.1278 -1.2152  0.72
C 3.3596 0.0659 2.3428  -0.10
C 3.9879 -0.4477 1.0477  -0.51
C 4.6609 0.6921 0.2971  -0.10
P 2.7220 -1.3935 0.0699  1.06
C 3.7287 -2.4468 -1.0885  -0.52
C 2.9879 -3.7174 -1.5116  -0.09
C 4.1348 -1.6796 -2.3431  -0.11
C 2.1355 -2.5806 1.3230  -0.39
C 2.9947 -3.5788 1.7891  -0.10
C 2.5507 -4.5260 2.6937  -0.08
C 1.2298 -4.4817 3.1243  -0.07
C 0.3935 -3.4666 2.6908  -0.09
C 0.8266 -2.4714 1.8062  -0.27
Si -0.2040 -0.9258 1.3173  0.66
C -1.9866 -1.6146 1.3380  -0.29
C -2.5679 -2.0741 2.5224  -0.12
C -3.7157 -2.8521 2.5170  -0.07
C -4.2922 -3.2114 1.3056  -0.07
C -3.7788 -2.7034 0.1220  -0.09
C -2.6578 -1.8712 0.1286  -0.33
P -2.1768 -0.8070 -1.2829  1.08
C -3.6775 0.2842 -1.3643  -0.50
C -3.4127 1.5735 -2.1286  -0.13
C -4.9311 -0.3781 -1.9366  -0.10
C -2.0354 -1.7377 -2.8591  -0.36
C 0.0879 -3.0993 -4.0501  0.01
C -2.8756 -2.9972 -3.0709  -0.11
C -0.1152 0.1632 2.8936  -0.30
C 0.2721 -0.3780 4.1262  -0.10
C 0.2202 0.3613 5.2966  -0.07
C -0.2369 1.6735 5.2698  -0.07
C -0.6029 2.2383 4.0594  -0.10
C -0.5253 1.5072 2.8706  -0.37
P -0.9422 2.2045 1.2307  1.09
C -2.6912 2.8419 1.3984  -0.53
C -3.5082 1.8277 2.2049  -0.12
C -2.9570 4.2536 1.9131  -0.11
C 0.1790 3.6777 1.0493  -0.53
C 1.5869 3.1785 0.7252  -0.13
C 0.3060 4.7069 2.1757  -0.11
H 4.0959 0.6464 2.9057  0.09
H 3.0031 -0.7416 2.9785  0.07
H 2.5082 0.7216 2.1401  0.05
H 4.7454 -1.1978 1.3081  0.11
H 3.9292 1.4426 -0.0145  0.06
H 5.2098 0.3595 -0.5825  0.06
H 5.3740 1.1840 0.9639  0.09
H 4.6340 -2.7281 -0.5371  0.10
H 2.0340 -3.4738 -1.9789  0.05
H 2.7891 -4.3936 -0.6854  0.07
H 3.5918 -4.2498 -2.2523  0.09
H 3.2659 -1.4817 -2.9695  0.06
H 4.8221 -2.2933 -2.9309  0.09
H 4.6232 -0.7269 -2.1444  0.05
H 4.0209 -3.6235 1.4376  0.10
H 3.2207 -5.3004 3.0482  0.10
H 0.8569 -5.2302 3.8146  0.10
H -0.6225 -3.4484 3.0641  0.09
H -2.1129 -1.8132 3.4745  0.10
H -4.1476 -3.1955 3.4505  0.10
H -5.1594 -3.8606 1.2845  0.10
H -4.2599 -2.9696 -0.8091  0.08
H -3.8461 0.5285 -0.3130  0.09
H -3.1724 1.3667 -3.1733  0.07
H -2.5970 2.1441 -1.6876  0.04
H -4.3138 2.1941 -2.1234  0.09
H -4.7746 -0.6415 -2.9869  0.08
H -5.7631 0.3304 -1.9045  0.08
H -5.2389 -1.2676 -1.3941  0.05
H -2.2789 -0.9956 -3.6322  0.11
H -0.2292 -4.1030 -3.7502  0.07
H 1.1806 -3.0943 -4.1055  0.06
H -0.2917 -2.9295 -5.0630  0.07
H -2.5887 -3.7772 -2.3603  0.09
H -2.7075 -3.3980 -4.0722  0.08
H -3.9482 -2.8288 -2.9613  0.06
H 0.6206 -1.4037 4.1794  0.09
H 0.5235 -0.0914 6.2341  0.10
H -0.3025 2.2531 6.1828  0.10
H -0.9568 3.2601 4.0365  0.09
H -3.0455 2.8123 0.3635  0.07
H -3.2948 1.9285 3.2714  0.08
H -3.2886 0.7944 1.9359  0.05
H -4.5780 2.0016 2.0563  0.08
H -2.6293 4.3791 2.9475  0.06
H -4.0331 4.4495 1.8900  0.08
H -2.4710 5.0171 1.3031  0.07
H -0.2136 4.1803 0.1583  0.09
H 2.0621 2.7797 1.6268  0.07
H 2.2039 4.0024 0.3571  0.09
H 1.6032 2.3942 -0.0326  0.03
H 0.7989 4.2650 3.0433  0.07
H -0.6411 5.1296 2.5020  0.05
H 0.9388 5.5314 1.8342  0.08
F 3.6593 3.4673 -1.9214  0.15
C 3.9904 2.6572 -2.9228  -0.67
F 5.0574 1.9400 -2.5814  0.15
F 4.2601 3.3685 -4.0069  0.16
S 2.5955 1.5148 -3.2898  0.62
O 2.2971 0.9410 -1.9771  -0.41
O 3.0744 0.6484 -4.3059  -0.22
N 1.4736 2.4674 -3.7806  -0.26
S 0.2520 2.9125 -2.9135  0.64
O 0.3360 4.2199 -2.3532  -0.23
O -0.2311 1.8605 -2.0229  -0.40
C -0.9812 3.0564 -4.2766  -0.68
F -0.4657 3.7969 -5.2486  0.16
F -2.0670 3.6542 -3.7974  0.15
F -1.3026 1.8525 -4.7435  0.15
F 0.2128 -0.6639 -3.2885  -0.05
B -0.4472 -2.0031 -3.0415  -0.84
F 0.1597 -2.2099 -1.6544  -0.11

The calculation puts the relative energy (zero: lowest compared OMol25 entry of this formula, charge and spin) at 50.17 kJ/mol. The calculation puts the HOMO energy at -7.17 eV.


(3)
DFT (ωB97M-V/def2-TZVPD) results for a 2-piece molecular cluster, C3H7N2OS overall in a non-equilibrium geometry.

Each line ends with the natural charge from an NBO analysis.
CARTESIAN COORDINATES (ANGSTROEM)
C -0.2393 1.1526 1.1751  -0.29
C -1.0229 1.3632 -0.1681  -0.60
S -2.0238 2.6802 -0.4792  -0.36
N 0.9769 0.3794 1.0714  -0.33
C 0.4883 -0.7792 0.6148  0.48
N 1.1408 -2.0265 -1.5377  -1.16
O -0.3839 -1.4761 1.1866  -0.52
H -0.9917 0.9109 1.9365  0.23
H 0.1182 2.1632 1.4041  0.20
H -1.4838 0.3918 -0.4004  0.21
H -0.1052 1.4857 -0.8018  0.19
H 0.8842 -1.3308 -0.3127  0.29
H 1.5279 -2.8507 -1.1888  0.32
H 1.1144 -2.0636 -2.5000  0.35

As for the net charge: -1. The calculation puts the relative energy (zero: lowest compared OMol25 entry of this formula, charge and spin) at 732.30 kJ/mol. The calculation puts the HOMO energy at -3.56 eV.


(4)
DFT (ωB97M-V/def2-TZVPD) results for C2H2N2O2 in the gas phase in a non-equilibrium geometry.

Each line ends with the natural charge from an NBO analysis.
CARTESIAN COORDINATES (ANGSTROEM)
C -0.5032 0.0909 -0.7479  -0.21
C -0.7195 0.9488 0.4175  0.33
N 0.3901 -0.8569 -0.5804  -0.02
N 1.3448 -1.0888 0.0341  0.40
O 1.8855 -1.9475 0.6754  -0.31
O 0.0040 0.7727 1.3965  -0.55
H -1.1078 0.0696 -1.5283  0.21
H -1.2940 2.0114 0.3330  0.15

The SMILES is O=C/C=N\N=O. The calculation puts the relative energy (zero: lowest compared OMol25 entry of this formula, charge and spin) at 523.84 kJ/mol. The calculation puts the HOMO energy (alpha / beta) at -9.05 / -9.05 eV.


(5)
DFT (ωB97M-V/def2-TZVPD) results for a 2-piece molecular cluster, C2H8N2 overall in a non-equilibrium geometry.

Each line ends with the natural charge from an NBO analysis.
CARTESIAN COORDINATES (ANGSTROEM)
C -2.2017 0.0363 0.7519  -0.86
H -3.2158 -0.2078 0.3442  0.22
H -1.6230 -0.8761 0.9030  0.22
H -2.4376 0.4062 1.7695  0.22
H -1.7210 0.7931 0.1371  0.20
N 1.4571 0.7402 -0.8023  -0.86
C 1.3890 -0.4237 -0.1071  0.26
N 2.3136 -1.3571 -0.2049  -0.68
H 2.1862 1.3534 -1.1658  0.41
H 0.4411 1.0773 -1.0307  0.38
H 0.3821 -0.6613 0.1741  0.17
H 3.0300 -0.8805 -0.7691  0.31

The SMILES is [H]/N=C\N.C. The calculation puts the relative energy (zero: lowest compared OMol25 entry of this formula, charge and spin) at 92.17 kJ/mol. The calculation puts the HOMO energy at -9.06 eV.


(6)
DFT (ωB97M-V/def2-TZVPD) results for a 7-piece molecular cluster, C14H28Br14 overall in a non-equilibrium geometry.

Each line ends with the natural charge from an NBO analysis.
CARTESIAN COORDINATES (ANGSTROEM)
Br 3.0630 -10.6942 24.5114  0.00
C 1.6303 -11.0435 23.1903  -0.44
C 0.9984 -12.3741 23.5711  -0.43
Br -0.4999 -13.0053 22.4220  -0.03
H 2.0291 -11.1196 22.1788  0.22
H 0.9253 -10.2132 23.1483  0.23
H 0.6054 -12.2703 24.5825  0.22
H 1.7279 -13.1834 23.6011  0.23
Br 0.9104 -11.3841 14.6626  -0.01
C -0.8769 -10.6386 14.2456  -0.44
C -1.6592 -10.2994 15.5950  -0.41
Br -3.5747 -9.8399 15.0834  -0.04
H -1.4272 -11.3666 13.6495  0.23
H -0.8031 -9.6888 13.7159  0.22
H -1.1467 -9.4633 16.0707  0.22
H -1.6734 -11.1467 16.2806  0.22
Br -4.6096 -13.4590 15.2658  -0.02
C -5.3826 -15.2971 15.4493  -0.45
C -6.8930 -15.2736 15.3355  -0.39
Br -7.7446 -17.1406 15.4551  -0.05
H -5.2579 -15.6475 16.4738  0.23
H -4.8951 -16.0528 14.8333  0.23
H -7.0702 -14.9605 14.3066  0.21
H -7.3878 -14.5781 16.0133  0.23
Br -6.6568 -18.2478 21.9689  -0.01
C -6.5313 -17.0365 20.4563  -0.46
C -7.8963 -16.3118 20.2738  -0.40
Br -7.7028 -14.9743 18.7719  -0.05
H -6.2755 -17.6314 19.5796  0.24
H -5.7291 -16.3160 20.6158  0.23
H -8.1069 -15.7210 21.1652  0.22
H -8.6945 -17.0421 20.1409  0.23
Br -1.8624 -9.0059 20.7653  -0.03
C -0.8872 -8.6060 19.1063  -0.44
C 0.3770 -7.8431 19.4036  -0.43
Br 1.3087 -7.6653 17.6551  -0.02
H -1.6396 -8.0603 18.5369  0.24
H -0.6403 -9.5683 18.6578  0.22
H 0.9986 -8.2426 20.2048  0.23
H 0.1637 -6.8099 19.6777  0.23
Br -4.1454 -18.5182 17.7445  -0.05
C -2.5433 -18.8770 18.9156  -0.41
C -1.4905 -17.8124 18.7733  -0.47
Br 0.0922 -18.4316 19.7308  0.00
H -2.1189 -19.8708 18.7730  0.23
H -2.9666 -18.7778 19.9151  0.22
H -1.8021 -16.8281 19.1229  0.24
H -1.3142 -17.5580 17.7281  0.23
Br -3.6870 -15.0214 19.0696  -0.04
C -3.3674 -13.0815 18.9685  -0.45
C -1.8775 -12.8424 18.8727  -0.42
Br -1.0173 -13.6064 17.2205  -0.02
H -3.8922 -12.4873 19.7166  0.24
H -3.8791 -12.8808 18.0271  0.24
H -1.3557 -13.2175 19.7531  0.24
H -1.7434 -11.7634 18.7966  0.22

The SMILES is BrCCBr.BrCCBr.BrCCBr.BrCCBr.BrCCBr.BrCCBr.BrCCBr. The calculation puts the relative energy (zero: lowest compared OMol25 entry of this formula, charge and spin) at 145.64 kJ/mol. The calculation puts the HOMO energy at -10.05 eV.


(7)
DFT (ωB97M-V/def2-TZVPD) results for a 2-piece molecular cluster, C6H10O overall.

Each line ends with the natural charge from an NBO analysis.
CARTESIAN COORDINATES (ANGSTROEM)
C 2.1123 -0.5663 -0.9870  -0.87
C -0.0592 0.4531 1.2695  -0.19
C -0.3442 1.5820 0.6074  -0.24
C -1.4387 1.3200 -0.3536  -0.22
C -1.8186 0.0391 -0.2554  -0.22
C -1.0350 -0.6306 0.8506  0.01
O -0.5116 -1.9096 0.5570  -0.69
H 2.0878 -1.0202 -1.9801  0.21
H 3.0903 -0.1123 -0.8131  0.22
H 1.9340 -1.3241 -0.2184  0.21
H 0.7144 0.2974 2.0135  0.22
H 1.3451 0.2052 -0.9122  0.22
H 0.1515 2.5413 0.7184  0.22
H -1.8530 2.0650 -1.0254  0.22
H -2.5920 -0.4700 -0.8199  0.22
H -1.7162 -0.7899 1.7001  0.21
H -0.0647 -1.8452 -0.2971  0.47

The SMILES is OC1C=CC=C1.C. The calculation puts the relative energy (zero: lowest compared OMol25 entry of this formula, charge and spin) at 106.16 kJ/mol. The calculation puts the HOMO energy at -8.79 eV.


(8)
DFT (ωB97M-V/def2-TZVPD) results for C17H34F6N2O15S2V as an isolated structure in a non-equilibrium geometry.

Each line ends with the Löwdin charge.
CARTESIAN COORDINATES (ANGSTROEM)
O -17.5913 16.5723 -0.1277  -0.20
V -17.9005 15.4974 -1.2295  1.24
O -18.4913 16.2566 -2.5429  -0.24
C -13.5250 16.7028 -6.2968  -0.69
F -12.6739 17.3785 -7.0345  0.14
F -14.7327 16.9851 -6.7225  0.13
F -13.3190 15.3813 -6.4726  0.10
S -13.3134 17.1106 -4.4235  0.48
O -13.9836 18.3753 -4.1328  -0.38
O -13.9435 15.9960 -3.7002  -0.39
O -11.8776 17.3347 -4.1009  -0.37
C -14.4927 9.6241 2.8800  -0.66
F -14.3394 9.2287 4.1550  0.11
F -13.4082 10.2573 2.3966  0.09
F -14.7820 8.6812 2.0465  0.17
S -15.8900 11.0613 2.8684  0.49
O -15.6674 11.7949 1.6357  -0.39
O -17.1337 10.2511 2.8027  -0.42
O -15.8925 11.8948 4.0969  -0.38
C -20.9655 14.6049 -8.3299  -0.17
C -22.3497 14.0114 -7.9573  -0.15
O -22.8280 13.9335 -9.2442  0.03
C -21.7895 13.8873 -10.1858  -0.48
O -21.9166 13.4599 -11.3453  0.12
O -20.6799 14.2474 -9.6021  0.12
H -20.1718 14.1915 -7.7076  0.14
H -21.1075 15.6289 -7.9844  0.13
H -22.9425 14.7177 -7.3760  0.13
H -22.2398 13.0408 -7.4736  0.13
C -10.9025 17.5135 0.7656  -0.13
O -10.2398 18.5899 0.1541  -0.16
C -10.7039 19.7745 0.8290  -0.22
C -9.6695 20.9350 0.6411  -0.21
N -9.3415 21.1194 -0.7646  -0.04
C -10.4182 21.8396 -1.3422  -0.25
C -10.2313 22.0466 -2.8863  -0.17
O -9.5650 20.9104 -3.5232  -0.18
C -9.5893 21.0795 -4.9396  -0.13
H -10.6075 16.6483 0.1719  0.10
H -11.9873 17.5715 0.6769  0.08
H -10.6586 17.4984 1.8279  0.08
H -10.9397 19.6924 1.8900  0.11
H -11.6919 19.9927 0.4237  0.11
H -8.7815 20.6169 1.1874  0.11
H -9.9187 21.8511 1.1765  0.11
H -8.8971 22.0209 -0.6651  0.10
H -10.6026 22.7883 -0.8382  0.11
H -11.3054 21.2152 -1.2367  0.11
H -9.7360 23.0138 -2.9713  0.10
H -11.2086 22.0647 -3.3687  0.11
H -9.0710 20.2619 -5.4406  0.08
H -8.9719 21.9403 -5.1963  0.08
H -10.5627 21.0243 -5.4271  0.09
C -18.1034 12.1205 -2.6552  -0.07
O -19.2693 12.9255 -2.3634  -0.24
C -20.3871 12.1058 -2.0263  -0.21
C -21.4242 12.9928 -1.3618  -0.20
N -20.7865 13.6864 -0.2377  -0.04
C -21.8487 14.4153 0.5358  -0.16
C -22.3990 15.6954 -0.1666  -0.24
O -21.3718 16.6083 -0.0256  -0.23
C -21.3573 17.7948 -0.8292  -0.06
H -18.3685 11.2173 -3.2049  0.09
H -17.6048 11.8370 -1.7283  0.10
H -17.3072 12.6202 -3.2069  0.09
H -20.1095 11.3441 -1.2978  0.13
H -20.7245 11.6723 -2.9677  0.13
H -22.2392 12.3918 -0.9584  0.12
H -21.8409 13.7206 -2.0581  0.11
H -20.4678 12.9947 0.4257  0.12
H -21.3387 14.7700 1.4314  0.12
H -22.7215 13.8234 0.8114  0.11
H -23.3052 16.1328 0.2524  0.13
H -22.6266 15.4163 -1.1953  0.10
H -20.4728 18.4088 -0.6593  0.09
H -22.2452 18.3603 -0.5464  0.08
H -21.5155 17.4366 -1.8464  0.09

As for the net charge: -1. The calculation puts the relative energy (zero: lowest compared OMol25 entry of this formula, charge and spin) at 933.57 kJ/mol. The calculation puts the HOMO energy at -5.91 eV.